[1]
{
  "formula": "C17H12ClN3OS",
  "method": "ωB97M-V/def2-TZVPD",
  "elements": ["H", "H", "H", "N", "C", "C", "N", "O", "C", "C", "H", "Cl", "H", "C", "H", "H", "H", "H", "H", "C", "H", "C", "S", "C", "C", "H", "C", "C", "C", "C", "N", "C", "C", "C", "C"],
  "coordinates": [[-2.81140, 2.34999, 3.22485], [1.78126, 1.42286, 1.59321], [-0.00302, 2.82169, -1.16209], [0.13475, -1.70606, -0.74075], [2.17925, -0.41389, -0.87937], [-1.13858, -3.98882, -1.60252], [2.73495, 0.76044, -1.31327], [2.84219, -1.44179, -0.89171], [1.93105, 1.90430, -1.30824], [-0.05803, 1.42817, -2.70903], [0.40308, -1.21957, -2.80867], [-1.01580, 2.96383, 5.23204], [-0.74113, -3.27293, -3.60096], [0.54727, 2.12453, 3.14620], [-0.22319, -2.35965, 1.20846], [-1.56366, -4.91825, -1.96481], [-1.33162, -4.43355, 0.44222], [-1.12427, 0.41764, -0.66639], [1.01867, -0.68208, 0.82629], [-1.82848, 2.14532, 2.78248], [1.36981, 2.24092, 3.85793], [-0.36224, 1.37044, 1.02160], [2.71328, 3.38231, -1.11928], [-0.12777, 0.74823, -0.35001], [0.41881, 1.82180, -1.35383], [-2.53671, 1.63301, 0.83774], [-1.64253, 1.70303, 1.45894], [-0.75135, 2.35358, 3.61517], [-0.58017, -3.07149, -2.52895], [0.80443, -0.51401, -0.23125], [-0.53609, 0.99910, -3.68971], [-0.33284, -2.55791, 0.14715], [-0.97509, -3.73999, -0.27356], [0.75678, 1.66538, 1.87032], [0.04841, -1.93655, -2.07019]],
  "total_charge": 0,
  "spin_multiplicity": 1,
  "homo_energy_ev": -7.55
}

---

[2]
{
  "formula": "C17H12CoN4O6S2",
  "method": "ωB97M-V/def2-TZVPD",
  "elements": ["C", "H", "N", "H", "H", "C", "O", "C", "N", "N", "H", "C", "H", "C", "C", "C", "H", "N", "Co", "C", "H", "C", "H", "C", "C", "C", "O", "H", "C", "S", "O", "C", "C", "O", "C", "O", "H", "C", "H", "S", "O", "H"],
  "coordinates": [[-1.69428, -5.40108, -1.75641], [-3.74613, -5.96815, -1.86496], [-0.26528, -2.36247, -0.41558], [-0.22372, 2.24137, -2.92310], [1.32708, 3.58641, 0.87056], [-3.04736, -5.20509, -1.55156], [-0.10349, 5.76104, -4.49843], [0.14203, 3.02568, -2.27621], [0.34197, -1.36603, 2.11937], [-0.19287, 4.61421, -4.12610], [2.32622, -0.84022, 5.01891], [-2.66418, -3.03856, -0.54144], [2.08157, -2.17582, 6.14707], [0.91051, -2.82604, -0.74240], [0.44271, -1.67752, 3.21388], [0.54016, 2.76621, -0.96892], [0.28930, -3.13458, 4.66434], [1.58091, 6.14896, 0.20806], [0.26454, -0.69624, 0.33879], [0.46486, 1.39766, -0.45203], [2.72813, -2.49511, 4.53525], [0.69379, 5.36212, -1.95193], [-1.32730, -6.30350, -2.22563], [2.02838, -1.88351, 5.10112], [0.22910, 4.32273, -2.73509], [0.59207, -2.08791, 4.60416], [0.02771, 0.42090, -1.15627], [0.75410, 6.37056, -2.33438], [1.07860, 5.05817, -0.65984], [0.92517, -4.36734, -1.48153], [0.82329, 1.08164, 0.73050], [-0.82477, -4.39985, -1.34300], [-3.52639, -4.03750, -0.95200], [1.89813, 5.84598, 1.33763], [-1.30401, -3.23346, -0.74139], [1.63365, 7.25520, -0.27538], [-3.03258, -2.12888, -0.08625], [1.01410, 3.78131, -0.14487], [-4.59105, -3.91177, -0.81142], [2.12245, -1.67253, -0.27986], [-0.59510, 3.67882, -4.78299], [-0.12204, -1.50583, 5.18932]],
  "total_charge": 1,
  "spin_multiplicity": 1,
  "homo_energy_ev": [-11.92, -11.92]
}

---

[3]
{
  "formula": "C17H12N4O4Sn",
  "method": "ωB97M-V/def2-TZVPD",
  "elements": ["H", "N", "C", "O", "H", "O", "C", "N", "C", "C", "C", "C", "C", "C", "N", "H", "H", "H", "C", "C", "C", "H", "O", "H", "H", "H", "C", "C", "H", "C", "C", "H", "C", "Sn", "C", "H", "O", "N"],
  "coordinates": [[-1.12355, -5.88747, 0.03643], [-1.97914, -0.33675, 0.04316], [-0.80658, -4.85347, 0.05768], [1.87082, 3.44262, 0.48251], [1.28200, -5.35095, 0.10976], [6.31314, 2.50195, -0.42100], [-2.95658, 0.69068, 0.01422], [3.69350, -0.61051, -0.31366], [-4.31582, 0.35127, -0.02761], [4.72137, 0.23640, -0.35316], [0.54966, -4.55505, 0.09517], [0.00844, -2.23874, 0.10884], [-1.76454, -3.84283, 0.04639], [2.86906, 1.33195, 0.03618], [2.53394, 0.02894, -0.06871], [-6.30115, 1.12079, -0.09537], [-4.61754, -0.68543, -0.03603], [-1.49638, 2.28528, 0.06450], [-3.49114, 3.02539, -0.00712], [-5.24818, 1.36300, -0.06042], [-1.34795, -2.52465, 0.06899], [5.73812, -0.07922, -0.53525], [4.68599, 3.90250, 0.14121], [3.73202, -1.61119, -0.42807], [2.03559, -3.01524, 0.15867], [3.73318, 3.90852, 0.32970], [5.17042, 2.70661, -0.14728], [0.97953, -3.23124, 0.11730], [-2.82556, -4.05572, 0.01795], [4.23383, 1.51860, -0.12843], [-4.83888, 2.69719, -0.04993], [-5.58086, 3.48408, -0.07562], [1.76478, 2.27561, 0.30761], [0.32527, -0.22585, 0.10360], [-2.54043, 2.02024, 0.02480], [-3.18067, 4.06044, 0.00323], [0.53033, 1.66848, 0.33448], [-2.35608, -1.51625, 0.04531]],
  "total_charge": 2,
  "spin_multiplicity": 1,
  "homo_energy_ev": -15.37
}

---

Relative energy (zero: lowest compared OMol25 entry of this formula, charge and spin) per entry: 0.0323 0.0000 0.7872 eV